Entry w
The following is a DFT calculation (the ωB97M-V functional and the def2-TZVPD basis) of 2 unconnected molecules or ions with the total composition C4H12OS2.

For the HOMO-LUMO gap, the calculation gives 9.33 eV. Its HOMO energy is -8.82 eV. The LUMO energy comes out at 0.51 eV. As for the SMILES: CCSSCC.O.

The geometry in ORCA input format:
```
! RIJCOSX wB97M-V def2-TZVPD def2/J DEFGRID3
* xyz 0 1
C -0.35079 2.38393 -2.37301
C -0.52679 0.92203 -2.78312
S -1.55344 -0.06925 -1.66646
S -0.53586 0.10137 0.09636
C 0.67726 -1.23328 -0.02894
C 0.34347 -2.48428 0.76740
H -0.24804 2.99985 -3.28060
H 0.54589 2.51897 -1.77621
H -1.21481 2.70741 -1.79827
H 0.41486 0.41224 -2.94578
H -1.06348 0.83542 -3.72845
H 0.77288 -1.45705 -1.08585
H 1.64153 -0.84106 0.24750
H -0.04275 -3.25652 0.09838
H -0.41719 -2.29648 1.51424
H 1.23939 -2.87456 1.25609
H 2.04390 0.03935 6.63098
H 3.13820 1.02267 6.16434
O 2.99864 0.17035 6.60472
*
```


Entry x
The following is a DFT calculation (the ωB97M-V functional and the def2-TZVPD basis) of 2 unconnected molecules or ions with the total composition C4H12OS2.

For the HOMO-LUMO gap, the calculation gives 9.33 eV. Its HOMO energy is -8.72 eV. The LUMO energy comes out at 0.62 eV. As for the SMILES: CCSSCC.O.

The geometry in ORCA input format:
```
! RIJCOSX wB97M-V def2-TZVPD def2/J DEFGRID3
* xyz 0 1
C -1.05479 2.00671 1.13696
C -1.87606 0.84678 1.61558
S -1.08699 -0.71741 2.17568
S -1.27566 -1.75444 0.40530
C 0.50399 -1.66601 -0.03394
C 0.89212 -2.51239 -1.32792
H -0.59582 1.75423 0.16111
H -0.16548 2.09039 1.73026
H -1.59356 3.00970 1.14050
H -2.78158 0.79875 1.11073
H -2.13392 1.14434 2.64160
H 0.82631 -0.65057 -0.42045
H 1.27584 -1.93421 0.79325
H 0.90920 -1.72664 -2.26584
H 0.14541 -3.41510 -1.35091
H 1.94677 -2.71968 -1.25875
H 2.63297 1.89344 -1.54998
H 1.26457 1.90659 -2.33684
O 2.16664 1.64553 -2.36634
*
```


Entry y
The following is a DFT calculation (the ωB97M-V functional and the def2-TZVPD basis) of 2 unconnected molecules or ions with the total composition C4H12OS2.

For the HOMO-LUMO gap, the calculation gives 9.61 eV. Its HOMO energy is -8.91 eV. The LUMO energy comes out at 0.71 eV. As for the SMILES: CCCSSC.O.

The geometry in ORCA input format:
```
! RIJCOSX wB97M-V def2-TZVPD def2/J DEFGRID3
* xyz 0 1
C 0.31658 0.59567 -0.46303
C 0.33223 0.83128 -1.97301
C 1.72926 0.54741 0.11390
S 2.51109 -1.11959 -0.03165
S 1.25447 -2.30409 1.07447
C 2.00692 -2.10866 2.73512
H -0.12662 -0.30218 -0.02961
H -0.28819 1.39789 -0.04914
H -0.16397 1.74045 -2.26351
H -0.13255 -0.01610 -2.48248
H 1.29067 0.90520 -2.47631
H 1.75708 0.70626 1.19830
H 2.48642 1.17839 -0.34000
H 2.94413 -2.64928 2.68446
H 1.35129 -2.61622 3.41565
H 2.15491 -1.06471 2.95397
H -5.94995 0.87169 -1.13976
H -7.11915 1.86087 -1.21866
O -6.35461 1.54572 -1.70872
*
```


Entry z
The following is a DFT calculation (the ωB97M-V functional and the def2-TZVPD basis) of 2 unconnected molecules or ions with the total composition C4H12OS2.

For the HOMO-LUMO gap, the calculation gives 9.37 eV. Its HOMO energy is -8.84 eV. The LUMO energy comes out at 0.53 eV. As for the SMILES: CCSSCC.O.

The geometry in ORCA input format:
```
! RIJCOSX wB97M-V def2-TZVPD def2/J DEFGRID3
* xyz 0 1
C -0.36830 1.49548 -1.58794
C -0.33548 2.46688 -0.31911
S 0.17421 1.79152 1.32720
S -0.81788 -0.01859 1.48509
C 0.24515 -1.11886 0.56464
C 0.26349 -2.58590 0.91080
H -0.05081 1.92674 -2.48280
H -1.28343 0.92674 -1.89544
H 0.27228 0.63900 -1.32518
H -1.35862 2.75037 -0.22869
H 0.26778 3.45494 -0.48910
H -0.09539 -1.01342 -0.42839
H 1.26109 -0.67254 0.61176
H 1.12953 -3.06305 0.48299
H -0.72594 -3.02903 0.62180
H 0.32269 -2.67040 1.98123
H 0.58420 -2.38936 -3.52763
H 1.39291 -2.87560 -4.74148
O 1.21917 -2.98711 -3.87325
*
```


Most stable of them? entry w.


Entry w
The following is a DFT calculation (the ωB97M-V functional and the def2-TZVPD basis) of 2 unconnected molecules or ions with the total composition C4H12OS2.

For the HOMO-LUMO gap, the calculation gives 9.46 eV. Its HOMO energy is -9.09 eV. The LUMO energy comes out at 0.38 eV. As for the SMILES: CCCSSC.O.

The geometry in ORCA input format:
```
! RIJCOSX wB97M-V def2-TZVPD def2/J DEFGRID3
* xyz 0 1
C -1.97879 0.42275 -0.06280
C -1.69031 0.66899 -1.59758
C -0.50008 0.42712 0.64209
S 0.37423 -1.01689 0.06989
S 2.33175 -0.33732 0.74853
C 2.91888 0.72260 -0.61637
H -2.42059 -0.57779 -0.02766
H -2.66521 1.10174 0.29435
H -1.18689 1.64029 -1.81852
H -2.68612 0.82521 -2.02240
H -1.24944 -0.21255 -2.07914
H -0.58126 0.61277 1.69369
H -0.15613 1.37542 0.21513
H 2.19885 1.46061 -0.78073
H 3.05781 0.17763 -1.52597
H 3.84983 1.14415 -0.18174
H -0.61087 -2.53558 2.58655
H 0.65752 -2.99215 1.73795
O 0.33683 -2.90700 2.72473
*
```


Entry x
The following is a DFT calculation (the ωB97M-V functional and the def2-TZVPD basis) of 2 unconnected molecules or ions with the total composition C4H12OS2.

For the HOMO-LUMO gap, the calculation gives 9.25 eV. Its HOMO energy is -8.86 eV. The LUMO energy comes out at 0.39 eV. As for the SMILES: CCSSCC.O.

The geometry in ORCA input format:
```
! RIJCOSX wB97M-V def2-TZVPD def2/J DEFGRID3
* xyz 0 1
C 0.20384 2.57396 -0.44970
C -0.96426 2.84422 0.57303
S -0.69380 1.98337 2.16679
S -1.47897 0.05836 1.77809
C 0.06310 -0.79160 1.34981
C -0.12073 -2.32596 1.20799
H 0.11765 3.25425 -1.29551
H -0.09052 1.62930 -0.91947
H 1.12653 2.48542 0.10486
H -1.82596 2.40253 0.08177
H -1.08699 3.89862 0.78048
H 0.45773 -0.36871 0.43112
H 0.72540 -0.60849 2.19161
H 0.91765 -2.65515 1.13847
H -0.59399 -2.58055 0.26536
H -0.57557 -2.69796 2.11921
H 0.60827 -2.99704 -4.30374
H 1.74127 -2.85541 -3.19000
O 1.46937 -3.24917 -4.03017
*
```


Most stable of them? entry x.